66
Properties=species:S:1:pos:R:3:forces:R:3 method="wB97M-V/def2-TZVPD" multiplicity=2 charge=+2 de_lowest_ev=1.883 homo_energy_ev="-13.98 / -14.15" lumo_energy_ev="-7.8 / -7.4"
Re 0.227 -0.648 -0.059 0.617 1.709 -0.566
C -0.285 4.280 1.084 0.057 0.039 0.024
C -1.610 4.372 0.694 -0.052 0.149 -0.033
C -2.359 3.215 0.569 -0.182 0.078 -0.100
C -1.752 1.998 0.838 -0.017 -0.347 -0.025
N -0.480 1.903 1.219 0.272 0.102 0.102
C 0.236 3.023 1.337 0.036 -0.275 0.026
C -2.485 0.703 0.734 0.375 -0.006 0.078
C -3.861 0.652 0.651 -0.302 0.100 0.072
C -4.511 -0.567 0.598 -0.209 0.095 -0.037
C -3.775 -1.730 0.683 -0.263 -0.165 0.034
C -2.410 -1.633 0.787 0.377 0.082 -0.032
N -1.757 -0.443 0.772 -0.271 -0.011 0.116
C -1.537 -2.818 0.854 0.232 0.333 0.019
C -1.968 -4.077 1.187 -0.138 -0.381 0.091
C -1.046 -5.114 1.231 -0.079 -0.026 0.039
C 0.283 -4.863 0.927 0.045 -0.140 0.031
C 0.657 -3.586 0.583 -0.276 0.374 -0.052
N -0.240 -2.574 0.577 0.169 -0.457 -0.275
H 0.333 5.162 1.191 -0.027 -0.052 0.003
H -2.059 5.335 0.483 0.027 -0.044 0.014
H -3.393 3.277 0.254 0.093 -0.005 0.005
H 1.273 2.906 1.643 -0.108 -0.011 -0.033
H -4.434 1.568 0.641 0.028 -0.074 -0.012
H -5.588 -0.608 0.494 0.025 0.013 0.022
H -4.254 -2.698 0.633 0.012 0.061 0.000
H -3.009 -4.253 1.422 0.062 -0.040 -0.008
H -1.369 -6.112 1.498 0.012 0.029 -0.026
H 1.025 -5.650 0.929 -0.060 0.025 0.010
H 1.666 -3.334 0.288 0.021 0.058 -0.033
O 1.720 -0.822 -1.481 0.187 -0.619 0.384
N 1.638 -0.055 -2.507 -1.093 0.838 1.092
N 0.857 0.940 -2.256 1.292 -0.301 -2.063
O 0.298 1.062 -1.091 -0.470 -0.433 1.091
C 0.631 1.950 -3.277 0.023 -0.192 0.315
C 1.507 2.018 -4.351 0.108 -0.055 0.033
C 1.262 2.964 -5.330 0.065 -0.019 -0.054
C 0.170 3.814 -5.227 -0.091 0.111 -0.049
C -0.686 3.729 -4.137 -0.054 0.043 -0.015
C -0.463 2.787 -3.145 -0.004 -0.013 0.087
H 2.359 1.352 -4.416 -0.088 0.067 -0.012
H 1.933 3.039 -6.177 -0.042 -0.011 0.044
H -0.015 4.549 -6.003 0.019 -0.067 0.089
H -1.538 4.395 -4.063 0.054 -0.046 -0.003
H -1.121 2.700 -2.291 0.016 0.006 -0.050
C 5.256 -1.126 2.029 -0.321 0.054 0.107
N 3.851 -0.788 2.363 0.128 0.222 0.201
C 3.508 -0.300 3.575 0.532 -0.247 -0.270
C 2.226 -0.068 3.909 -0.245 0.108 0.051
C 1.233 -0.277 2.926 -0.103 -0.224 -0.111
N 1.550 -0.619 1.637 0.224 -0.176 -0.535
C 2.889 -1.060 1.389 0.132 0.224 0.201
O 3.225 -1.636 0.388 -0.410 -0.058 -0.008
N -0.038 -0.187 3.276 -0.068 0.053 -0.016
H 5.866 -0.922 2.903 0.002 0.015 -0.001
H 5.592 -0.527 1.189 -0.033 0.041 -0.033
H 5.327 -2.175 1.761 -0.025 -0.054 0.011
H 4.321 -0.143 4.273 -0.023 -0.015 -0.035
H 1.959 0.262 4.901 -0.008 0.004 -0.050
H -0.277 0.110 4.206 -0.013 0.052 0.067
H -0.747 -0.162 2.564 -0.129 -0.016 -0.039
F -1.120 -2.146 -3.813 -0.056 -0.286 0.603
B -1.207 -2.755 -2.632 0.008 -0.413 -0.416
F -0.141 -3.450 -2.168 -0.658 0.452 -0.211
F -2.417 -3.035 -2.105 0.630 0.137 -0.168
F -0.926 -1.104 -1.558 0.039 -0.392 0.307

***

101
Properties=species:S:1:pos:R:3:forces:R:3 method="wB97M-V/def2-TZVPD" charge=+1 homo_energy_ev=-11.30 lumo_energy_ev=-4.8
N 4.729 -4.423 2.425 -1.325 0.456 0.072
C 4.580 -2.918 2.375 -0.250 0.781 0.092
C 4.315 -2.329 0.834 0.920 1.370 0.719
C 2.955 -1.416 0.779 0.249 -0.375 1.192
C 1.583 -2.262 0.400 -0.396 1.061 -0.761
C 1.755 -3.887 0.524 1.268 1.607 0.357
N 0.428 -4.660 0.338 1.670 -1.810 0.291
N -0.614 -3.846 0.102 -3.347 -6.209 -0.011
C -1.832 -4.639 -0.011 -2.068 0.420 -0.503
C -3.204 -3.723 -0.306 -0.323 -0.477 -0.020
C -3.744 -2.959 1.074 0.522 1.051 1.659
N -2.659 -2.043 1.671 0.141 -1.153 -2.424
N -4.145 -3.931 2.170 0.384 0.954 -0.101
N -4.927 -2.013 0.779 2.005 -1.620 -1.471
C -2.085 -6.209 0.100 2.980 -0.053 0.579
F -3.448 -6.778 -0.011 5.195 2.187 0.331
C -0.742 -7.096 0.334 -1.554 5.357 -0.450
C 0.521 -6.107 0.445 -2.467 -0.633 -0.937
S 2.213 -6.908 0.735 -1.330 0.750 -1.009
H 4.008 -4.776 3.113 1.256 0.235 -1.307
H 4.529 -4.832 1.484 0.148 0.472 1.285
H 5.539 -2.379 2.816 -1.892 -1.270 -0.986
H 3.697 -2.636 3.119 1.699 -0.244 -1.787
H 4.400 -3.151 0.006 -0.270 1.411 1.608
H 5.227 -1.582 0.644 -1.960 -1.664 0.236
H 3.108 -0.452 0.106 -0.594 -2.258 1.156
H 2.792 -0.998 1.885 0.461 -0.954 -2.663
H 1.349 -2.009 -0.737 0.195 -0.672 2.741
H 0.734 -1.810 1.106 1.753 -1.314 -1.586
H 2.138 -4.117 1.606 -0.629 0.080 -2.204
H 2.529 -4.224 -0.307 -1.815 0.538 1.861
H -4.094 -4.400 -0.719 2.163 1.174 1.035
H -3.017 -2.908 -1.146 0.060 -1.678 1.902
H -2.215 -1.617 0.803 -0.357 -0.305 1.604
H -1.903 -2.630 2.097 -0.889 0.643 -0.522
H -4.981 -3.531 2.658 0.995 -0.387 -0.824
H -3.402 -3.991 2.920 -1.047 0.215 -1.347
H -5.267 -2.334 -0.168 0.150 0.910 1.318
H -4.510 -1.055 0.684 -0.603 -1.125 -0.055
H -0.717 -8.258 0.418 0.155 2.509 -0.170
H 2.900 -6.692 -0.487 -1.207 0.086 1.137
C 0.854 3.133 4.467 -0.104 -0.006 0.282
C 2.363 3.359 4.543 0.050 0.345 0.186
C 3.031 2.281 3.691 0.601 0.032 0.392
S 1.849 1.840 2.426 -0.139 0.711 -0.032
O 1.440 0.467 2.637 -0.017 0.091 -0.225
O 2.323 2.320 1.143 -0.096 -0.628 0.059
C 0.544 2.911 2.994 -0.443 0.215 0.148
H 0.295 3.982 4.871 0.051 -0.144 -0.125
H 0.583 2.242 5.046 -0.024 0.105 -0.092
H 2.605 4.350 4.140 -0.056 -0.144 0.064
H 2.725 3.327 5.575 -0.024 0.007 -0.198
H 3.946 2.650 3.220 -0.170 -0.230 -0.063
H 3.250 1.385 4.278 -0.080 0.050 -0.186
H -0.426 2.441 2.825 0.162 0.002 -0.135
H 0.611 3.848 2.432 0.026 -0.187 0.041
C -1.124 8.430 0.352 0.154 0.218 -0.116
C -0.770 7.109 -0.328 -0.127 0.001 -0.389
C -0.182 6.187 0.739 0.356 -0.331 -0.527
S -0.909 6.692 2.291 -0.368 0.043 0.172
O 0.136 7.226 3.138 -0.286 -0.428 -0.020
O -1.826 5.665 2.744 0.564 0.188 0.204
C -1.853 8.053 1.633 -0.287 0.452 -0.149
H -1.743 9.064 -0.291 0.101 -0.082 0.123
H -0.207 8.981 0.590 -0.150 -0.029 -0.003
H -1.679 6.658 -0.745 0.134 0.062 0.069
H -0.067 7.255 -1.155 -0.116 -0.060 0.136
H -0.428 5.140 0.546 0.071 0.132 0.201
H 0.902 6.307 0.818 -0.162 -0.009 0.126
H -1.894 8.866 2.360 0.024 -0.233 0.060
H -2.862 7.688 1.419 0.148 -0.018 0.104
C 2.901 0.795 -3.777 -0.096 0.235 0.176
C 4.408 0.623 -3.590 0.181 0.321 -0.161
C 4.641 -0.766 -2.998 0.564 0.243 0.305
S 3.280 -1.781 -3.555 0.476 -0.014 -0.942
O 2.489 -2.162 -2.404 0.115 -0.428 -0.248
O 3.770 -2.750 -4.515 -0.417 0.027 0.723
C 2.418 -0.491 -4.430 -0.354 0.374 -0.216
H 2.665 1.670 -4.389 0.007 -0.148 0.106
H 2.420 0.924 -2.800 0.013 0.007 -0.126
H 4.907 0.698 -4.563 -0.076 -0.020 0.149
H 4.827 1.402 -2.945 -0.051 -0.160 -0.109
H 5.583 -1.198 -3.346 -0.253 -0.133 0.114
H 4.622 -0.744 -1.905 -0.077 -0.114 -0.128
H 1.340 -0.637 -4.344 0.145 -0.167 -0.006
H 2.722 -0.538 -5.480 -0.023 -0.118 0.163
C -4.449 -0.890 -3.804 0.008 -0.235 -0.056
C -5.881 -0.363 -3.870 -0.204 -0.156 -0.279
C -6.031 0.697 -2.780 -0.669 -0.183 -0.012
S -4.404 1.393 -2.533 0.005 0.684 -0.251
O -3.955 1.053 -1.200 0.000 0.163 -0.181
O -4.386 2.753 -3.035 0.156 -0.552 0.580
C -3.561 0.341 -3.699 0.328 -0.365 -0.321
H -4.197 -1.493 -4.681 -0.017 0.069 0.148
H -4.326 -1.519 -2.914 0.032 0.048 -0.073
H -6.058 0.091 -4.852 0.042 -0.084 0.152
H -6.614 -1.166 -3.743 0.089 0.164 -0.038
H -6.723 1.488 -3.080 0.217 -0.021 0.217
H -6.357 0.255 -1.834 0.129 0.162 -0.064
H -2.555 0.116 -3.339 -0.099 0.208 0.049
H -3.510 0.873 -4.653 -0.010 -0.001 0.179